C66H119F15O33 | wB97M-V/def2-TZVPD

Calculated values
LUMO: 0.39 eV
Multiplicity: 1
Total energy: -6566.805947 a.u.
Total charge: 0

Positions of all 233 atoms, in Å:
O: 5.6068 0.4176 7.6036
C: 4.6514 0.3900 6.9012
O: 4.0890 1.5416 6.4453
C: 2.9655 1.2778 5.6046
C: 3.0017 -0.2278 5.2503
C: 3.8464 -0.7849 6.4064
H: 3.0110 1.9297 4.7819
H: 2.0376 1.4393 6.1333
H: 3.5450 -0.3118 4.2775
H: 2.0323 -0.6793 5.2660
H: 4.5410 -1.5496 6.1799
H: 3.2564 -1.2091 7.1839
O: 4.8458 1.3176 2.7073
C: 5.5878 2.2033 2.3845
O: 6.2386 2.3011 1.2022
C: 7.2335 3.3176 1.1915
C: 6.8424 4.2220 2.3456
C: 6.1186 3.2569 3.2831
H: 7.1689 3.8029 0.2487
H: 8.2201 2.8241 1.2653
H: 6.1641 4.9828 1.9362
H: 7.6011 4.7666 2.8488
H: 5.4018 3.6014 4.0449
H: 6.8521 2.8019 3.8603
O: -3.1495 1.3048 2.2027
C: -4.0700 1.4475 2.9892
O: -4.0081 2.1886 4.1079
C: -5.2425 2.0819 4.8601
C: -6.3576 1.6149 3.9114
C: -5.4890 0.7865 2.8849
H: -5.4418 3.0178 5.2876
H: -5.0661 1.3353 5.5745
H: -6.9103 2.4328 3.3861
H: -7.1589 1.0570 4.3796
H: -5.8040 0.8853 1.8490
H: -5.4773 -0.2311 3.1980
O: 3.0342 6.2833 1.1573
C: 2.8707 5.5011 0.2896
O: 3.5238 4.3134 0.3733
C: 3.2674 3.5085 -0.7289
C: 1.9268 3.9553 -1.1881
C: 1.8947 5.4641 -0.8897
H: 3.2875 2.4239 -0.4270
H: 4.0502 3.5801 -1.4920
H: 1.1838 3.4848 -0.5271
H: 1.7792 3.7950 -2.2115
H: 0.9829 5.8905 -0.5037
H: 2.2981 6.0886 -1.6910
C: 3.2162 -5.2035 0.2477
C: 2.3140 -4.0239 0.2210
O: 0.9480 -4.4153 0.0363
C: 0.3027 -4.8337 1.1018
O: 0.6722 -4.7468 2.2287
C: -1.0034 -5.4813 0.7378
F: -1.7923 -5.3419 1.7847
F: -1.5976 -4.9884 -0.3339
F: -0.7624 -6.7847 0.5428
H: 2.9216 -5.8757 1.0661
H: 4.2696 -4.7808 0.3660
H: 3.1358 -5.6557 -0.7156
H: 2.5920 -3.2812 -0.5033
H: 2.4707 -3.6280 1.1839
C: 2.2299 2.6913 -5.1156
C: 3.4669 3.6502 -5.4602
O: 4.6894 3.1505 -4.9007
C: 5.4305 2.3932 -5.6348
O: 5.2835 2.2228 -6.8166
C: 6.4721 1.7630 -4.6899
F: 5.8245 1.0039 -3.8290
F: 7.3203 0.9825 -5.3773
F: 7.1310 2.7455 -4.0596
H: 2.2482 1.9334 -5.9216
H: 1.2020 3.1848 -5.1736
H: 2.3650 2.3059 -4.1596
H: 3.3171 4.6204 -5.0953
H: 3.6322 3.8529 -6.5117
C: -8.9896 4.1738 -1.3760
C: -7.6326 3.6005 -1.5298
O: -6.8195 4.4102 -0.6916
C: -6.7746 4.1925 0.5919
O: -7.2304 3.2567 1.1504
C: -6.0044 5.2363 1.3976
F: -6.1026 6.4118 0.8111
F: -6.5488 5.3362 2.5854
F: -4.6934 4.8710 1.5064
H: -9.5935 3.7116 -2.1163
H: -9.0456 5.2479 -1.6680
H: -9.5109 4.0804 -0.3797
H: -7.2164 3.6204 -2.5292
H: -7.6528 2.5459 -1.0830
C: 0.2388 3.5406 4.0988
C: -1.2115 3.8314 3.8027
O: -1.5003 5.1021 3.1422
C: -1.3304 5.2228 1.8489
O: -0.8126 4.3625 1.0867
C: -1.7964 6.6327 1.2992
F: -2.9259 6.9660 1.8529
F: -0.8209 7.5504 1.5418
F: -1.9128 6.7402 -0.0266
H: 0.7558 3.5977 3.1606
H: 0.3797 2.4854 4.4182
H: 0.5980 4.2617 4.8953
H: -1.7160 3.7719 4.8029
H: -1.6586 3.0096 3.1906
C: 1.4622 -8.5889 -0.7801
C: 0.3149 -8.3212 -1.7619
O: 0.5998 -7.1103 -2.4693
C: -0.3611 -6.6568 -3.2426
O: -1.4674 -7.2113 -3.4081
C: -0.0278 -5.2951 -3.8485
F: 0.5113 -5.4549 -5.0607
F: -1.1591 -4.6295 -3.9575
F: 0.8638 -4.5837 -3.1694
H: 1.4996 -7.8639 0.0908
H: 2.3586 -8.5758 -1.3298
H: 1.3309 -9.5768 -0.2254
H: -0.7108 -8.2393 -1.3357
H: 0.2926 -9.1667 -2.4716
C: -2.8304 -2.6921 -8.5990
O: -1.9962 -2.8483 -9.7557
C: -0.9665 -1.8480 -9.7053
C: -1.5216 -0.4532 -10.0303
O: -1.6755 0.3407 -8.8693
C: -2.6636 1.3583 -8.9881
C: -2.6303 2.0909 -7.6534
O: -3.3965 1.2231 -6.7901
C: -3.5173 1.6601 -5.4546
H: -2.3179 -3.0709 -7.7508
H: -3.7150 -3.2587 -8.6949
H: -2.9548 -1.6502 -8.4372
H: -0.2382 -2.2401 -10.4868
H: -0.6356 -1.7348 -8.5882
H: -2.5027 -0.6645 -10.4589
H: -0.8255 0.0401 -10.7146
H: -3.7361 0.9604 -9.2262
H: -2.4132 2.0711 -9.7595
H: -3.1798 2.9782 -7.7956
H: -1.6104 2.1964 -7.3320
H: -2.5632 1.6789 -4.9532
H: -4.1635 0.9682 -4.9427
H: -4.0302 2.6281 -5.4667
C: 6.7867 -3.0944 6.1311
O: 6.0765 -2.8918 4.9563
C: 5.3265 -4.0448 4.5858
C: 4.2658 -3.5965 3.4993
O: 4.7151 -3.1325 2.2697
C: 5.1140 -1.7604 2.2925
C: 5.5577 -1.4768 0.9180
O: 4.5809 -1.6840 -0.0695
C: 5.1293 -1.4500 -1.3424
H: 7.4012 -4.0121 5.9987
H: 6.2034 -3.1403 7.0602
H: 7.4156 -2.1831 6.2449
H: 4.6974 -4.4056 5.4735
H: 6.0119 -4.8215 4.1572
H: 3.6156 -2.9017 4.0574
H: 3.5122 -4.3876 3.2676
H: 5.8111 -1.5811 3.0830
H: 4.2650 -1.1857 2.4300
H: 6.3946 -2.2224 0.6928
H: 5.8638 -0.4464 0.9431
H: 4.3557 -1.7461 -2.0658
H: 6.0287 -2.0864 -1.4695
H: 5.4155 -0.3799 -1.4275
C: -3.2559 -2.1606 1.6988
O: -3.3874 -2.3691 3.0687
C: -2.1902 -2.3701 3.8055
C: -2.4565 -3.2539 4.9922
O: -1.3778 -3.0936 5.9590
C: -0.1133 -3.4386 5.5530
C: 0.5724 -3.5710 6.9546
O: 1.8192 -4.3292 6.7999
C: 2.6885 -4.3582 7.9424
H: -4.2196 -2.5143 1.2547
H: -2.4598 -2.7640 1.2258
H: -3.0550 -1.1239 1.3683
H: -1.9304 -1.3780 4.1565
H: -1.4115 -2.7669 3.1597
H: -2.5247 -4.2912 4.6090
H: -3.3003 -3.0595 5.5838
H: 0.3694 -2.6546 4.9294
H: -0.1373 -4.4910 5.0980
H: -0.1707 -4.2016 7.5122
H: 0.8075 -2.6522 7.4841
H: 3.2378 -3.4166 8.0258
H: 3.3701 -5.1837 7.7349
H: 2.1099 -4.5450 8.8191
C: -6.5261 -3.2428 -2.3555
O: -6.3513 -1.9988 -1.7217
C: -5.1794 -1.3046 -2.1631
C: -4.8495 -0.3216 -1.0920
O: -3.9171 0.5965 -1.6586
C: -4.0840 1.8613 -1.0594
C: -3.5457 3.1021 -1.7694
O: -4.4365 3.5162 -2.7300
C: -4.4351 4.8710 -3.0095
H: -5.8818 -4.0084 -1.8196
H: -6.1882 -3.3061 -3.3905
H: -7.6019 -3.4730 -2.2749
H: -5.3376 -0.7497 -3.1116
H: -4.3578 -2.0209 -2.3553
H: -4.4151 -0.8494 -0.2563
H: -5.7408 0.1073 -0.7775
H: -3.6552 1.8176 -0.0644
H: -5.1812 2.1415 -0.9766
H: -2.5158 2.9711 -2.2615
H: -3.3780 3.9123 -0.9963
H: -4.3703 5.4516 -2.1312
H: -5.3847 5.0329 -3.5239
H: -3.5598 5.1663 -3.5596
C: 1.7243 0.4238 -2.2901
O: 1.0171 0.0474 -3.4567
C: -0.4100 0.1399 -3.1882
C: -0.9325 -0.8275 -2.0592
O: -0.3961 -0.4202 -0.7907
C: -1.0307 0.6823 -0.0789
C: -0.3656 0.7949 1.2769
O: 0.9957 1.2198 1.0648
C: 1.9929 0.2580 1.3273
H: 1.2404 1.2609 -1.7574
H: 2.5884 0.9707 -2.6394
H: 1.9034 -0.3238 -1.5641
H: -0.9365 -0.0526 -4.1109
H: -0.5596 1.1784 -2.8948
H: -0.6633 -1.8957 -2.2847
H: -2.0515 -0.8290 -2.0870
H: -2.0827 0.4427 0.1082
H: -0.9225 1.6632 -0.5513
H: -0.4131 -0.2262 1.6875
H: -0.9836 1.4805 1.9348
H: 2.9536 0.6506 1.2074
H: 1.8320 -0.6459 0.6744
H: 1.8860 -0.1773 2.3855

These are the Mulliken partial charges, in e, on atoms 1 to 99: number 1, O, carries -0.6146; number 2, C, carries 0.3434; number 3, O, carries -0.4446; number 4, C, carries -0.4782; number 5, C, carries 1.9258; number 6, C, carries 0.7934; number 7, H, carries 0.1580; number 8, H, carries 0.2929; number 9, H, carries -1.3460; number 10, H, carries 0.0418; number 11, H, carries -0.6588; number 12, H, carries 0.1030; number 13, O, carries -0.2389; number 14, C, carries 0.2782; number 15, O, carries -0.3992; number 16, C, carries -0.4830; number 17, C, carries -0.5885; number 18, C, carries -0.4856; number 19, H, carries 0.3287; number 20, H, carries 0.3020; number 21, H, carries 0.1403; number 22, H, carries 0.4660; number 23, H, carries 0.3764; number 24, H, carries 0.3819; number 25, O, carries 0.5734; number 26, C, carries -0.5230; number 27, O, carries -0.2872; number 28, C, carries -0.8495; number 29, C, carries -0.3779; number 30, C, carries 0.1180; number 31, H, carries 0.5091; number 32, H, carries 0.3684; number 33, H, carries 0.0627; number 34, H, carries 0.4229; number 35, H, carries -0.1940; number 36, H, carries 0.3379; number 37, O, carries -0.6358; number 38, C, carries 0.3447; number 39, O, carries -0.2695; number 40, C, carries 0.3073; number 41, C, carries 0.8482; number 42, C, carries -0.3240; number 43, H, carries -0.4870; number 44, H, carries 0.3022; number 45, H, carries -0.8667; number 46, H, carries 0.3887; number 47, H, carries -0.0864; number 48, H, carries 0.4049; number 49, C, carries -1.4082; number 50, C, carries 0.6273; number 51, O, carries 0.3723; number 52, C, carries -0.0374; number 53, O, carries -0.4869; number 54, C, carries 0.6975; number 55, F, carries -0.2119; number 56, F, carries -0.1562; number 57, F, carries -0.2911; number 58, H, carries 0.3169; number 59, H, carries 0.2404; number 60, H, carries 0.3488; number 61, H, carries 0.2785; number 62, H, carries -0.3996; number 63, C, carries 0.0529; number 64, C, carries -0.7033; number 65, O, carries -0.2440; number 66, C, carries 0.3167; number 67, O, carries -0.5606; number 68, C, carries 0.9326; number 69, F, carries -0.1994; number 70, F, carries -0.2550; number 71, F, carries -0.2520; number 72, H, carries 0.4072; number 73, H, carries 0.3293; number 74, H, carries -0.6449; number 75, H, carries 0.4357; number 76, H, carries 0.4306; number 77, C, carries -1.5168; number 78, C, carries 0.2259; number 79, O, carries -0.2286; number 80, C, carries 0.4020; number 81, O, carries -0.5800; number 82, C, carries 0.6585; number 83, F, carries -0.2764; number 84, F, carries -0.2523; number 85, F, carries -0.0840; number 86, H, carries 0.5203; number 87, H, carries 0.3195; number 88, H, carries 0.2855; number 89, H, carries 0.2908; number 90, H, carries 0.0913; number 91, C, carries -0.6090; number 92, C, carries 0.6143; number 93, O, carries -0.3907; number 94, C, carries 0.2915; number 95, O, carries -0.1752; number 96, C, carries 0.6728; number 97, F, carries -0.2144; number 98, F, carries -0.2905; number 99, F, carries -0.2563